99
Properties=species:S:1:pos:R:3:forces:R:3:mulliken_charge:R:1 method="wB97M-V/def2-TZVPD" mol_weight_g_mol=900.0 e_tot_ev=-158555.0240 homo_energy_ev="-3.01 / -3.01" homo_lumo_gap_ev="4.885 / 4.885" total_charge=-1 e_above_lowest_kj_mol=528.65
H -0.6425 -2.0828 1.6088 -0.0305 -0.0099 -0.0134 1.00
H -2.0226 3.4799 1.5692 -0.0266 0.0022 -0.0020 0.52
H 5.4591 -1.0703 4.4285 0.0010 0.0060 -0.0033 0.52
C 4.6722 -2.0703 1.8028 0.0950 -0.0200 -0.0339 -1.17
C 2.7877 -2.9487 -1.9873 0.0993 -0.0406 0.0154 -0.06
C -1.1631 5.7855 3.8980 -0.0295 0.0497 0.0328 -0.51
C -1.0152 1.3001 4.0595 0.0201 -0.0521 -0.0775 -0.33
H 3.3393 -5.0010 6.5351 0.0060 -0.0027 0.0043 0.37
C 0.1898 0.7893 4.5493 0.0814 -0.0091 0.0216 0.47
C 0.9052 0.5862 5.7647 -0.1148 0.0773 -0.0353 -1.89
H 1.7440 4.0930 3.4791 0.0103 0.0127 0.0130 0.55
H 2.5681 4.7209 1.0070 0.0221 0.0129 -0.0087 0.61
C 1.9406 -0.6738 4.1250 -0.1462 -0.0126 0.1214 0.03
H 4.5483 0.0249 -3.1066 0.0003 -0.0012 -0.0129 0.48
C 3.6441 -3.6159 -4.1376 -0.0265 -0.0109 -0.0274 -0.58
C 0.7150 4.3960 3.3298 -0.0309 -0.0134 -0.0059 -0.34
C -4.3361 2.8513 4.8356 0.0107 -0.0124 -0.0033 -0.91
H 2.1590 -4.2485 -5.5561 0.0145 -0.0008 -0.0075 0.34
C -1.1055 0.8651 2.6438 -0.0053 0.1568 0.1939 0.33
H 4.4934 3.6447 -0.4708 0.0038 0.0075 -0.0012 0.59
H 6.4487 1.5518 0.3877 -0.0037 -0.0003 0.0049 0.47
H 2.5989 -0.7123 6.2287 -0.0003 -0.0006 0.0108 0.49
C 5.0028 -1.9349 4.8939 -0.0066 -0.0010 0.0240 0.10
C 3.5846 3.1671 -0.1365 0.0158 0.0056 -0.0105 -1.02
C 4.0699 0.6383 -0.5338 0.0695 -0.0719 0.0358 1.42
C 1.6078 2.6647 0.8648 -0.0016 0.1008 -0.0250 -0.11
H -3.5047 1.8059 3.1766 0.0245 -0.0113 -0.0094 0.36
N -1.2552 -0.0702 -2.4015 0.0133 -0.0647 0.0161 -0.21
H 8.6825 1.1459 -3.2460 0.0055 0.0018 -0.0023 0.37
S -3.1738 1.4115 -1.2773 -0.0459 0.0843 0.0232 -0.43
C 1.2748 -3.6694 -3.6977 -0.0121 0.0345 -0.0313 -0.54
C -1.4101 4.0355 2.2700 0.0953 0.0110 0.0134 0.17
C 2.3450 -3.8790 -4.5544 0.0227 -0.0027 -0.0059 -0.53
C 0.5021 2.5652 1.6507 0.0141 -0.0394 0.0519 -0.52
C -2.8905 3.2036 6.7046 0.0161 -0.0022 0.0172 -0.82
N -3.2667 -1.0871 -2.1841 0.0385 0.0476 -0.0297 -0.44
H -4.1829 -1.0837 -1.7726 0.0095 -0.0259 -0.0015 0.24
N -0.2674 0.7768 -1.8384 -0.0415 0.0959 -0.0748 -0.32
H 8.5670 1.8013 -0.8619 0.0069 0.0016 -0.0013 0.37
C 5.3498 0.7887 -1.2790 -0.0046 0.0038 -0.1406 -1.06
H 6.7097 -2.3965 6.1030 0.0035 -0.0058 0.0047 0.38
C -0.0714 3.6789 2.4290 -0.0042 0.0372 -0.0421 -0.03
C 2.6080 3.7152 0.6178 -0.0186 0.0885 0.0775 -1.30
N -0.2258 1.3340 1.5510 0.0920 -0.0336 0.0081 0.71
H 0.2652 -3.8717 -4.0331 -0.0057 -0.0010 0.0080 0.38
C 7.6877 1.4139 -1.3622 0.0218 0.0135 0.0229 -0.94
C 3.4189 -1.5246 2.2253 -0.1114 0.0039 0.0014 -0.49
H -5.2938 2.9748 4.3433 -0.0101 0.0105 0.0124 0.37
H -0.7696 1.5064 -1.3210 0.0278 -0.0292 0.0129 0.06
C -2.5338 0.0375 -1.9784 0.0052 -0.0145 0.0119 0.46
H 6.6606 0.2513 -4.3687 0.0202 0.0046 -0.0025 0.39
H 2.0958 -3.6475 4.8752 -0.0051 -0.0152 0.0116 0.46
N 2.0050 1.5665 0.1625 0.1218 -0.3033 -0.0317 0.87
C -4.1329 3.3723 6.1087 -0.0527 0.0203 -0.0063 -0.47
H -1.5917 6.5913 4.4808 -0.0042 -0.0032 0.0021 0.40
N 2.9580 -0.6797 1.2396 -0.0772 0.1971 0.0893 -0.09
C 1.4804 -3.1916 -2.4035 -0.0151 0.0561 -0.0079 0.01
H 4.8607 -2.9454 -2.4944 0.0072 0.0039 -0.0096 0.48
H -2.7759 -1.9697 -2.2442 -0.0074 -0.0372 -0.0008 0.22
H -2.9990 5.3270 2.8863 -0.0038 0.0118 0.0041 0.43
H 5.2773 -2.7791 2.3452 -0.0099 -0.0059 0.0153 0.64
H 0.7892 5.9823 4.7663 0.0031 0.0017 0.0040 0.36
C 7.7536 1.0462 -2.6983 0.0131 -0.0090 -0.0400 -0.30
C -1.8733 2.5281 6.0522 -0.0167 0.0061 -0.0011 -0.61
C 5.1069 -3.7875 6.4244 0.0242 -0.0161 0.0259 -0.34
C 0.1723 5.4442 4.0570 0.0403 -0.0174 -0.0044 -0.91
C 6.4984 1.2799 -0.6602 -0.0179 0.0204 0.0336 0.23
H -2.9678 -0.4259 1.8809 -0.0107 -0.0094 -0.0163 0.45
C -3.3228 2.1801 4.1777 -0.0310 0.0085 0.0031 -0.15
H -2.7041 3.6137 7.6906 -0.0044 0.0020 0.0013 0.38
H 0.6679 1.0147 6.7221 0.0141 -0.0123 0.0249 0.49
C 1.8959 -0.3303 5.5056 0.0804 -0.0824 -0.0352 -1.19
C 3.7025 -2.2812 4.5410 -0.0543 -0.0158 -0.0168 -0.74
Se 0.0064 -2.8663 -1.2306 -0.1445 -0.2348 0.0712 -0.39
Ca 0.9888 -0.3972 0.0881 -0.4295 -0.4325 -0.6620 1.99
C 6.6221 0.5463 -3.3270 -0.0137 -0.0098 -0.0150 -0.92
H -4.9244 3.9045 6.6207 -0.0007 0.0004 0.0028 0.39
H 2.9901 -2.6142 -0.9765 -0.0375 0.0043 0.0172 0.48
H 0.2226 1.2349 -2.6007 -0.0198 0.0550 0.0603 0.24
N 0.8840 0.0815 3.5706 0.0925 0.2304 -0.0733 0.48
C 3.8101 -4.1394 6.0781 -0.0171 -0.0194 0.0038 -0.85
H 4.4780 -3.7762 -4.8092 0.0080 0.0016 -0.0017 0.38
C 5.7006 -2.6820 5.8327 0.0101 0.0277 -0.0192 -0.93
C 2.9313 -1.4732 3.5418 0.2018 -0.0785 -0.0324 1.32
C 3.1110 -3.3864 5.1466 0.0200 0.0349 -0.0303 0.18
C -1.9518 5.0785 3.0031 -0.0320 -0.0226 -0.0375 -0.77
C -2.0603 1.9916 4.7678 0.0323 -0.0096 -0.0077 1.07
H -0.9070 2.4434 6.5288 0.0166 0.0051 0.0007 0.28
C 5.4328 0.4219 -2.6226 -0.0166 0.0017 0.0732 -0.01
C 0.1140 0.0458 2.4101 -0.0161 -0.1584 0.0180 0.04
H 5.6536 -4.3709 7.1549 -0.0061 -0.0061 0.0014 0.37
H 5.9170 -1.5683 0.0613 0.0077 0.0037 0.0034 0.62
C 3.9446 -0.5226 0.3312 0.1221 0.2269 0.1510 -0.22
C 5.0041 -1.4513 0.6245 -0.0300 -0.0625 -0.0111 -1.00
H -0.8982 -1.0338 -2.4292 -0.0210 -0.0064 0.0301 -0.01
C 3.2441 1.7375 -0.3073 0.0309 0.1857 0.1888 -0.10
C -0.8342 -1.0736 1.9571 0.0441 0.1593 0.1113 -0.55
C -1.9177 -0.3017 2.1053 -0.0232 -0.0866 -0.0493 -1.26
C 3.8572 -3.1526 -2.8474 0.0383 0.0094 0.0111 -0.51

---

105
Properties=species:S:1:pos:R:3:forces:R:3:mulliken_spin:R:1 method="wB97M-V/def2-TZVPD" spin_multiplicity=3 mol_weight_g_mol=1128.8 e_tot_ev=-115874.1701 homo_energy_ev="-7.41 / -7.92" homo_lumo_gap_ev="6.948 / 7.058" s_squared=2.013 e_above_lowest_kj_mol=42.22
P 0.0975 -1.4334 1.7572 -0.0833 -0.0722 0.0859 0.08
C -3.6992 -5.3770 4.5716 -0.0122 0.0250 -0.0012 0.00
C -1.8031 -2.6209 -2.6841 0.0684 -0.0546 0.0449 -0.02
H -2.5226 4.1689 1.3621 0.0003 0.0018 0.0035 0.00
H -4.3453 5.3210 0.1307 -0.0001 0.0001 0.0005 0.00
H 2.4118 2.1021 4.4752 -0.0007 -0.0024 0.0045 0.00
C -2.9182 -3.6656 2.5344 0.0074 0.0373 -0.0624 0.00
O 2.7523 -1.4045 -4.2468 0.0579 0.0067 0.0049 0.02
H -3.9992 -6.0486 5.3657 -0.0049 -0.0008 0.0004 0.00
C 3.5718 3.0510 1.0283 -0.0378 -0.0335 0.0289 -0.01
H -1.5988 -1.5511 -0.8216 -0.0559 0.0318 0.0339 -0.01
H 1.5120 -3.0363 2.8091 -0.0387 0.0392 -0.0060 0.00
C -1.1586 -1.8055 -1.7721 -0.0315 -0.0410 0.0816 0.04
C -1.2541 -5.7235 -1.2256 -0.0283 0.0335 -0.0082 0.00
C 1.3843 0.6524 3.2832 -0.0200 -0.0675 -0.0052 0.00
N 2.4766 1.5236 -0.4188 -0.0261 -0.1517 0.0470 0.06
O -0.8079 2.6316 1.7914 0.0421 0.0426 -0.0585 0.02
C 1.4976 -0.4540 2.4461 0.0008 0.1375 -0.0967 -0.02
H 1.4624 2.6160 1.0116 0.0035 0.0004 0.0013 0.02
O -0.2494 1.2750 0.1485 0.0933 -0.2200 0.0728 0.05
C 0.4263 -2.9045 2.8494 0.2129 -0.1038 0.0227 0.00
H 2.8867 -1.7213 1.3985 0.0041 0.0067 -0.0030 0.00
H -0.8557 -1.1204 4.6010 -0.0160 0.0533 0.0190 0.00
C 2.0633 -1.0949 -3.3083 -0.1516 -0.1512 0.0658 0.02
C -1.9751 -4.5200 3.1041 -0.0406 -0.0391 -0.0131 0.00
C 2.5205 1.2497 3.8157 0.0036 0.0070 0.0020 0.00
C 2.0770 6.3295 -3.7503 -0.0137 -0.0014 -0.0024 0.00
W 0.6514 0.8157 -1.5355 0.2976 0.8651 -0.0906 1.43
C -1.2091 -2.8673 -3.9111 -0.0331 -0.0049 0.0080 0.02
H 3.2478 5.1546 -6.7162 -0.0003 0.0030 -0.0003 0.00
C -2.7846 3.8753 0.3552 -0.0070 0.0036 -0.0083 0.00
H -2.1116 -6.1377 -1.7424 0.0022 0.0059 0.0009 0.00
N 0.7101 3.1518 -1.9844 0.3334 -0.3615 0.0295 0.05
H -4.9441 -2.9801 2.5298 -0.0051 0.0058 0.0086 0.00
C 2.7863 5.1312 -5.7382 -0.0050 -0.0052 0.0075 0.00
H 0.2223 -2.6594 3.8957 0.0427 -0.0514 -0.0220 0.00
H 2.0015 -4.9531 -1.7202 0.0018 0.0037 -0.0034 0.00
C 2.7763 -0.8923 2.0925 0.0090 -0.0057 -0.0114 0.01
O -0.4401 5.3952 -1.6633 0.0027 -0.0025 0.0330 0.00
H 3.0231 7.2392 -5.4405 0.0016 -0.0012 -0.0019 0.00
C 0.6450 -1.5920 -3.1836 0.2573 -0.0633 0.1016 0.02
C 4.8426 1.8080 -0.5608 0.0122 0.0132 0.0081 -0.01
C -2.3837 -5.3774 4.1244 -0.0234 0.0426 0.0044 0.00
C 1.6341 5.1234 -3.2522 0.0047 -0.0050 -0.0071 0.00
C -2.3642 -0.1423 1.7383 -0.0398 -0.0308 0.0065 -0.01
H -2.3262 -5.4728 0.6079 -0.0306 0.0332 0.0279 0.00
H 5.6916 3.2580 0.7803 -0.0021 0.0011 -0.0024 0.00
H -5.6477 -4.5092 4.3482 -0.0017 -0.0011 0.0023 0.00
H 2.4301 2.9952 -5.7664 0.0024 0.0007 0.0004 0.00
C -3.5194 0.4110 2.2727 -0.0007 -0.0433 0.0092 0.00
H 0.4145 1.0698 3.5070 -0.1108 -0.0204 0.0300 0.00
H 3.4809 3.7787 1.8211 -0.0013 0.0010 0.0055 0.00
O 4.6576 -0.2213 -2.5538 -0.0090 0.0045 0.0028 0.02
C 1.2184 2.8317 -3.1633 -0.1765 0.0812 -0.0192 0.03
C -3.7966 4.5115 -0.3313 0.0044 0.0001 0.0154 0.01
C -2.0508 2.8346 -0.2201 0.0352 0.0172 0.0033 0.02
H -2.7728 -3.0269 -2.4377 -0.0003 -0.0205 0.0307 0.00
H -2.6278 -2.9968 1.7341 0.0117 0.0012 -0.0195 0.00
C 3.9101 -0.2950 2.6193 0.0149 0.0032 -0.0190 0.00
H 1.8110 -4.3566 0.6531 -0.0022 0.0143 -0.0266 0.00
H -1.6598 -6.0478 4.5721 -0.0013 -0.0119 -0.0051 0.00
C -1.3787 -5.3368 0.1037 0.0384 -0.1359 0.0750 0.00
H 0.0508 -5.8990 -2.9204 -0.0024 0.0085 -0.0076 0.00
S 0.8494 4.7815 -1.6959 -0.1527 0.0541 0.0515 0.00
H 4.6641 1.2339 3.9254 -0.0009 -0.0025 0.0012 0.00
S -1.5961 1.1022 -2.4355 -0.1030 0.0390 -0.0573 0.03
H -4.2570 0.8552 1.6160 0.0037 0.0038 -0.0120 0.00
H 1.9789 7.2457 -3.1844 0.0005 -0.0006 0.0014 0.00
H 0.6007 -2.5355 -5.0777 0.0126 -0.0211 0.0156 0.00
C -4.6225 -4.5149 4.0007 0.0232 -0.0173 0.0140 0.00
C 1.0509 -5.0636 -1.2135 0.0069 -0.0033 0.0091 0.00
C 3.6425 0.1580 -2.0209 0.0057 -0.0484 0.0908 0.03
C 2.6590 6.3140 -5.0138 0.0017 0.0025 -0.0035 0.00
C -0.2797 -4.8443 0.8026 0.1755 0.0602 -0.0073 0.00
H -1.7215 -3.4629 -4.6554 0.0090 -0.0007 0.0003 0.00
H 5.7593 1.5095 -1.0491 -0.0021 -0.0022 -0.0010 0.00
H -4.8732 4.5962 -2.1904 0.0011 -0.0018 0.0004 0.00
C -0.0438 -5.5910 -1.8868 -0.0247 0.0531 -0.0414 0.00
C -3.7144 0.4069 3.6446 -0.0042 -0.0046 0.0073 0.00
H -4.6113 0.8405 4.0678 -0.0068 -0.0035 0.0038 0.00
C 4.7904 2.7596 0.4478 0.0220 -0.0137 -0.0001 0.01
C -4.2298 -3.6583 2.9794 0.0005 0.0252 -0.0082 0.00
C -0.9896 2.2528 0.6548 -0.0185 0.0313 0.0309 -0.03
N 0.0356 -1.2648 -2.0290 -0.0890 0.2168 -0.3386 0.07
C -1.5960 -0.6926 3.9358 -0.0001 -0.0383 -0.0446 0.00
C 3.7821 0.7687 3.5028 0.0106 0.0337 -0.0101 0.00
C 3.6658 1.2162 -0.9590 0.0028 -0.0361 -0.0198 0.03
C -1.3845 -0.6997 2.5573 0.0075 0.0629 0.0678 -0.02
C -2.3425 2.4275 -1.5290 0.0162 -0.0337 0.0172 -0.01
H -2.2094 -0.1003 0.6666 -0.0421 -0.0944 -0.0133 0.00
C 1.7503 3.9475 -3.9677 -0.0128 -0.0380 0.0112 0.02
C -2.7503 -0.1476 4.4759 0.0204 -0.0007 0.0059 0.00
C 2.3332 3.9242 -5.2210 -0.0041 0.0184 -0.0095 0.01
H -2.8963 -0.1516 5.5485 0.0014 -0.0051 0.0038 0.00
O 1.2588 1.6100 -3.4726 -0.0292 -0.1127 -0.1005 0.01
H -3.5940 2.7732 -3.2269 0.0010 0.0014 0.0008 0.00
C 0.9349 -4.7143 0.1214 -0.0239 0.0805 -0.0289 0.00
H 4.8909 -0.6601 2.3405 -0.0007 0.0015 -0.0001 0.00
C -4.0891 4.1055 -1.6274 -0.0010 -0.0102 -0.0160 0.00
C 2.4297 2.4119 0.5755 0.0323 0.0078 0.0320 0.04
O 1.7570 5.0088 -0.6098 0.0071 -0.0055 -0.0180 0.00
C 0.0553 -2.3574 -4.1621 -0.0482 -0.1457 0.0773 -0.01
P -0.2163 -4.6199 2.6189 -0.2321 -0.0717 0.0179 0.00
N 2.3602 -0.3122 -2.2119 -0.1030 0.1837 -0.1502 -0.03
C -3.3726 3.0810 -2.2130 -0.0154 0.0078 -0.0089 0.02